Below is the molecule C19H22F4N2O2S, with properties calculated with wB97M-V/def2-TZVPD.

```
50
Properties=species:S:1:pos:R:3:forces:R:3:mulliken_charge:R:1
C -0.9768 2.9673 3.2074 -0.0074 -0.0032 0.0039 -1.683
C -0.2369 1.7670 2.6681 0.1796 -0.0382 -0.0468 1.343
F -0.4737 0.6640 3.4834 0.0020 0.0006 0.0020 -0.420
C -0.6841 1.4495 1.2294 -0.1625 0.0396 -0.0122 0.039
O -0.7562 2.3420 0.4053 -0.0036 -0.0003 0.0000 -0.644
N -1.0257 0.1695 0.9940 -0.1997 0.0273 0.1912 0.070
C -1.8607 -0.1778 -0.1591 0.1759 -0.0213 -0.1273 0.356
C -1.0388 -0.1707 -1.4435 -0.0089 0.0045 -0.0006 -1.755
N -0.1236 -1.2885 -1.4434 -0.0069 0.0048 -0.0158 0.218
C 1.2428 -1.2225 -1.3683 0.0294 -0.0078 0.0328 0.148
O 1.9206 -2.2362 -1.3675 -0.0079 0.0032 -0.0071 -0.710
C 1.8866 0.1557 -1.3259 -0.0104 -0.0080 -0.0161 1.865
C 3.2805 0.0617 -0.7085 -0.0007 0.0070 0.0138 -1.120
C 3.9276 1.4323 -0.5699 0.0055 -0.0010 -0.0018 -0.491
S 4.1896 2.2484 -2.1634 0.0007 0.0017 0.0006 -0.162
C 2.4848 2.1590 -2.7557 0.0016 -0.0009 -0.0033 -0.734
C 1.9374 0.7382 -2.7469 -0.0090 0.0174 0.0023 -0.793
C -0.7678 -2.5853 -1.4868 0.0015 -0.0060 -0.0026 -1.515
C -1.9483 -2.6659 -0.5478 0.0007 -0.0061 -0.0011 0.960
C -2.5391 -3.9046 -0.3086 0.0057 -0.0004 -0.0034 -0.732
C -3.6252 -4.0237 0.5390 -0.0052 0.0018 0.0033 -0.552
C -4.1465 -2.8961 1.1629 -0.0004 -0.0070 -0.0001 -0.644
C -3.5705 -1.6618 0.9254 0.0059 0.0084 -0.0022 -0.498
C -2.4754 -1.5368 0.0726 -0.0085 0.0000 0.0060 -0.445
C 1.2845 1.9668 2.7070 0.0018 0.0007 0.0048 0.640
F 1.7106 2.1329 3.9638 -0.0010 0.0009 -0.0179 -0.285
F 1.9165 0.8975 2.1993 -0.0049 0.0114 0.0045 -0.235
F 1.6498 3.0388 1.9991 0.0026 -0.0119 0.0087 -0.272
H -0.8237 3.8153 2.5446 0.0012 0.0016 -0.0006 0.363
H -2.0409 2.7386 3.2472 -0.0002 0.0023 -0.0022 0.413
H -0.6214 3.2035 4.2085 0.0000 -0.0016 0.0002 0.423
H -1.0021 -0.4744 1.7690 0.0147 -0.0090 -0.0110 0.399
H -2.6454 0.5796 -0.2453 0.0075 0.0055 0.0003 0.696
H -1.7208 -0.2609 -2.2968 -0.0005 -0.0024 0.0014 0.245
H -0.5190 0.7752 -1.5352 0.0025 -0.0006 -0.0033 0.688
H 1.2856 0.8247 -0.7013 0.0014 -0.0002 0.0017 -0.658
H 3.2054 -0.4042 0.2766 0.0023 -0.0031 -0.0022 0.421
H 3.9043 -0.5894 -1.3212 0.0008 0.0000 -0.0033 0.404
H 3.3254 2.0846 0.0670 -0.0018 0.0013 -0.0023 0.083
H 4.9144 1.3485 -0.1146 -0.0014 -0.0025 0.0013 0.436
H 1.8545 2.8115 -2.1449 0.0018 -0.0006 0.0026 0.328
H 2.4967 2.5634 -3.7679 -0.0018 -0.0020 -0.0004 0.419
H 2.5654 0.0952 -3.3687 0.0017 -0.0023 0.0001 0.403
H 0.9371 0.7407 -3.1904 0.0020 -0.0048 -0.0035 0.370
H -1.1053 -2.8031 -2.5085 -0.0020 0.0054 0.0013 0.345
H -0.0224 -3.3340 -1.2278 -0.0008 -0.0009 0.0005 0.576
H -2.1305 -4.7851 -0.7912 -0.0021 -0.0013 0.0022 0.444
H -4.0668 -4.9955 0.7171 0.0011 -0.0007 -0.0006 0.390
H -4.9982 -2.9819 1.8245 0.0001 0.0019 0.0003 0.396
H -3.9743 -0.7729 1.3982 -0.0025 -0.0032 0.0018 0.469
```
Positions in Å, forces in eV/Å.

Output
M, g mol⁻¹: 418.456
Lowest unoccupied orbital energy, eV: 0.545
Relative energy (zero: lowest compared OMol25 entry of this formula, charge and spin), eV: 0.0337
Multiplicity: 1
Total charge: 0
E, eV: -48843.123
E_HOMO, eV: -8.35
Max |F|, hartree/bohr: 0.005
Structure (SMILES): C[C@@](F)(C(=O)N[C@H]1CN(C(=O)C2CCSCC2)Cc2ccccc21)C(F)(F)F